1.
Entry from the Open Molecules 2025 dataset: a structure of composition C28H31BrIMnN6O5 (the ωB97M-V functional and the def2-TZVPD basis).

The calculation puts the gap between HOMO and LUMO (alpha / beta) at 6.83 / 8.17 eV. The LUMO energy (alpha / beta) is -6.54 / -5.32 eV. As for the net charge: +2. The value obtained for the HOMO energy (alpha / beta) is -13.4 / -13.5 eV. As for the spin multiplicity: 5. The total energy comes out at -158167.743 eV.

Each line ends with the Mulliken spin population.
Cartesian coordinates (Å):
1 Mn 0.034 0.322 -0.370  3.842
2 N -3.669 -3.341 -0.257  0.000
3 C -2.814 -2.207 -0.795  0.033
4 C -3.685 -0.985 -1.056  -0.012
5 C -2.904 0.138 -1.740  -0.007
6 N -2.000 0.794 -0.746  -0.012
7 C -2.153 -0.339 -2.971  0.012
8 C -1.312 -1.581 -2.728  -0.023
9 N -0.115 -1.270 -1.913  0.016
10 C -2.101 -2.695 -2.048  -0.007
11 H -4.267 -3.040 0.511  0.000
12 H -3.070 -4.093 0.094  0.000
13 H -4.267 -3.721 -0.987  0.000
14 H -2.086 -1.997 -0.013  0.004
15 H -4.104 -0.618 -0.109  0.000
16 H -4.529 -1.248 -1.705  0.000
17 H -3.629 0.870 -2.071  0.004
18 H -2.531 1.034 0.080  0.001
19 H -1.720 1.691 -1.142  0.005
20 H -1.510 0.463 -3.337  -0.005
21 H -2.883 -0.553 -3.756  0.000
22 H -1.009 -1.956 -3.701  0.002
23 H 0.527 -0.723 -2.486  -0.004
24 H 0.378 -2.126 -1.680  0.008
25 H -1.426 -3.520 -1.786  -0.002
26 H -2.833 -3.082 -2.771  0.000
27 O 1.734 -0.163 -0.225  -0.021
28 C 2.697 -0.134 0.762  -0.034
29 C 3.863 -0.837 0.554  0.016
30 C 4.845 -0.854 1.529  -0.009
31 C 4.668 -0.161 2.721  0.012
32 C 3.503 0.545 2.915  -0.008
33 C 2.506 0.565 1.934  0.032
34 C 1.246 1.272 2.148  0.008
35 N 0.068 1.034 1.579  0.000
36 C -0.855 1.919 2.134  0.016
37 C -0.235 2.681 3.049  -0.002
38 N 1.083 2.258 3.045  0.004
39 H 3.990 -1.358 -0.390  0.001
40 H 5.757 -1.415 1.359  0.000
41 H 5.430 -0.181 3.490  0.001
42 H 3.354 1.066 3.856  0.000
43 H -1.898 1.932 1.856  -0.002
44 H -0.599 3.467 3.694  0.000
45 H 1.828 2.669 3.580  0.000
46 Br -1.766 -5.407 0.846  0.000
47 C -1.885 -4.511 2.524  -0.002
48 C -2.717 -5.068 3.485  -0.001
49 C -2.842 -4.449 4.721  0.002
50 C -2.145 -3.279 4.991  0.000
51 C -1.310 -2.726 4.030  0.002
52 C -1.175 -3.348 2.797  0.002
53 I 0.170 -2.513 1.446  0.017
54 H -3.248 -5.989 3.270  0.000
55 H -3.485 -4.889 5.474  0.000
56 H -2.237 -2.801 5.958  0.000
57 H -0.754 -1.819 4.242  0.000
58 O 0.532 2.512 -0.554  0.064
59 C 0.767 2.385 -1.783  -0.012
60 O 0.338 1.336 -2.384  0.053
61 C 1.570 3.406 -2.504  0.004
62 C 1.183 3.910 -3.739  0.001
63 C 1.975 4.850 -4.379  -0.001
64 C 3.167 5.268 -3.804  0.001
65 C 3.536 4.735 -2.588  -0.001
66 C 2.754 3.822 -1.916  0.001
67 N 4.830 5.159 -1.976  0.000
68 O 5.447 6.044 -2.535  0.000
69 O 5.184 4.590 -0.956  0.000
70 H 0.259 3.572 -4.198  0.000
71 H 1.670 5.256 -5.335  0.000
72 H 3.807 5.994 -4.285  0.000
73 H 3.071 3.442 -0.956  -0.001

2.
Entry from the Open Molecules 2025 dataset: an isolated molecule of C3H5NO2S2 (the ωB97M-V functional and the def2-TZVPD basis).

The calculation puts the gap between HOMO and LUMO at 9.25 eV. The LUMO energy is 0.56 eV. The value obtained for the HOMO energy is -8.7 eV. As for the spin multiplicity: 1. The total energy comes out at -30444.019 eV.

Each line ends with the natural charge from an NBO analysis.
Cartesian coordinates (Å):
1 C -1.051 0.461 -1.328  -0.612
2 C 0.384 0.535 -0.915  -0.436
3 C 0.076 -0.104 0.707  -0.236
4 N 0.656 0.375 1.866  -0.831
5 O -1.987 -1.645 0.122  -0.951
6 O 2.408 -0.993 -0.039  -0.963
7 S -1.710 -0.225 0.287  1.273
8 S 1.024 -1.143 -0.492  1.240
9 H -1.507 1.431 -1.512  0.241
10 H -1.272 -0.215 -2.154  0.233
11 H 1.069 1.341 -1.097  0.252
12 H 0.250 -0.013 2.708  0.385
13 H 1.660 0.196 1.848  0.405

3.
Entry from the Open Molecules 2025 dataset: a cluster of 3 separate species, C14H34BN4O8S2 in total (the ωB97M-V functional and the def2-TZVPD basis).

The calculation puts the gap between HOMO and LUMO at 6.34 eV. The LUMO energy is -5.22 eV. As for the net charge: +1. The value obtained for the HOMO energy is -11.6 eV. As for the spin multiplicity: 1. The total energy comes out at -59740.970 eV.

Each line ends with the natural charge from an NBO analysis.
Cartesian coordinates (Å):
1 C -1.969 -1.114 2.700  -0.314
2 C -2.911 0.025 2.508  -0.092
3 N -3.072 0.857 1.254  -0.560
4 C -2.066 1.314 0.439  0.720
5 N -2.184 2.165 -0.844  -0.624
6 C -0.727 2.601 -1.105  0.135
7 N -0.392 3.204 -2.455  -0.845
8 C 0.047 1.198 -0.648  -0.293
9 C 1.692 1.197 -0.708  -0.075
10 O 2.345 1.371 0.601  -0.557
11 C 2.970 0.041 0.883  -0.279
12 B -0.373 -0.214 -1.379  1.102
13 C -0.537 -0.255 -3.043  -1.062
14 O -0.614 -1.512 -0.676  -0.933
15 N -0.575 1.057 0.725  -0.650
16 H -2.138 -2.223 2.368  0.239
17 H -0.913 -0.850 3.189  0.244
18 H -3.608 0.309 3.435  0.268
19 H -4.063 1.095 0.960  0.450
20 H -2.673 1.710 -1.647  0.430
21 H -0.323 3.341 -0.259  0.185
22 H 0.550 3.663 -2.400  0.392
23 H -1.121 3.955 -2.608  0.385
24 H 2.002 0.147 -1.185  0.208
25 H 2.004 2.027 -1.505  0.224
26 H 2.061 -0.724 0.903  0.152
27 H 3.750 -0.276 0.058  0.216
28 H 3.525 0.034 1.925  0.228
29 H -0.201 -1.331 -3.401  0.262
30 H 0.145 0.565 -3.567  0.264
31 H -1.663 -0.042 -3.303  0.249
32 H 0.215 -1.674 -0.106  0.499
33 H -0.216 1.675 1.492  0.426
34 O -6.636 -1.046 2.943  -0.936
35 S -6.621 -2.208 2.078  2.347
36 O -7.804 -2.660 1.377  -0.901
37 O -5.978 -3.464 2.893  -0.714
38 C -6.563 -3.843 4.131  -0.081
39 C -7.875 -4.577 3.926  -0.643
40 C -5.314 -2.013 0.892  -0.881
41 H -6.694 -2.970 4.780  0.195
42 H -5.855 -4.513 4.631  0.199
43 H -8.635 -3.916 3.499  0.227
44 H -8.259 -4.959 4.876  0.225
45 H -7.747 -5.413 3.231  0.221
46 H -4.403 -1.708 1.411  0.229
47 H -5.618 -1.240 0.183  0.246
48 H -5.167 -2.959 0.368  0.269
49 O 6.083 1.958 -3.933  -0.926
50 S 6.875 1.029 -3.152  2.346
51 O 6.268 0.063 -2.261  -0.936
52 O 8.012 1.861 -2.334  -0.708
53 C 7.598 2.917 -1.478  -0.079
54 C 6.986 2.386 -0.194  -0.640
55 C 7.970 0.161 -4.247  -0.877
56 H 6.908 3.589 -1.998  0.193
57 H 8.492 3.500 -1.231  0.202
58 H 6.046 1.862 -0.393  0.213
59 H 6.773 3.203 0.501  0.218
60 H 7.659 1.671 0.289  0.220
61 H 8.465 0.880 -4.902  0.258
62 H 7.371 -0.535 -4.838  0.257
63 H 8.699 -0.392 -3.652  0.258

Number 1: maximum force 1.461 eV/Å. Number 2: maximum force 4.149 eV/Å. Number 3: maximum force 4.069 eV/Å.